The following is a DFT calculation (ωB97M-V/def2-TZVPD) of a structure of composition C39H79Cl2IN2O5SSi2 in a non-equilibrium geometry.

```
131
C39H79Cl2IN2O5SSi2, DFT ωB97M-V/def2-TZVPD
C 2.48 -2.34 1.31
C 1.58 -3.47 0.77
C 0.11 -2.99 0.75
C -0.76 -3.81 -0.19
O -0.46 -3.65 -1.58
Si -0.88 -2.19 -2.27
C 0.75 -1.28 -2.53
C 1.84 -2.14 -3.22
C 3.14 -2.32 -2.41
C 4.32 -2.50 -3.41
C 5.55 -2.99 -2.60
C 6.25 -1.75 -1.94
C 7.79 -1.89 -1.85
S 8.68 -0.53 -2.69
C 8.54 0.75 -1.50
N 8.63 2.00 -1.69
N 8.44 2.63 -0.48
C 8.27 1.70 0.37
O 8.32 0.46 -0.18
C -1.56 -2.57 -4.01
C -0.85 -1.87 -5.14
O -0.63 -0.70 -5.24
Cl -0.31 -2.94 -6.50
O -1.80 -1.15 -1.32
Si -3.45 -1.29 -1.26
I -4.38 -3.52 -1.74
C -4.37 -0.08 -2.39
C -3.63 0.26 -3.71
C -4.41 -0.31 -4.90
Cl -3.71 2.08 -3.90
C -3.99 -0.76 0.49
C -3.51 -1.82 1.51
C -4.52 -2.99 1.71
O -4.21 -1.84 2.69
H 2.11 -1.39 0.91
H 3.54 -2.48 1.07
H 2.37 -2.26 2.40
H 1.91 -3.87 -0.19
H 1.67 -4.30 1.49
H 0.03 -1.91 0.62
H -0.27 -3.21 1.76
H -1.84 -3.71 0.02
H -0.54 -4.87 0.04
H 0.59 -0.30 -3.01
H 1.09 -1.05 -1.51
H 1.44 -3.10 -3.58
H 2.13 -1.60 -4.14
H 3.39 -1.44 -1.81
H 3.08 -3.25 -1.85
H 4.53 -1.59 -3.96
H 4.04 -3.35 -4.06
H 6.25 -3.56 -3.22
H 5.23 -3.66 -1.80
H 5.82 -1.65 -0.94
H 5.98 -0.88 -2.55
H 8.11 -2.81 -2.35
H 8.09 -1.93 -0.81
H 8.08 1.88 1.42
H -2.63 -2.40 -4.16
H -1.41 -3.65 -4.17
H -4.39 0.85 -1.81
H -5.41 -0.37 -2.54
H -2.57 0.03 -3.72
H -4.75 -1.34 -4.71
H -5.34 0.27 -5.02
H -3.89 -0.25 -5.85
H -5.08 -0.78 0.57
H -3.52 0.18 0.80
H -2.45 -2.08 1.53
H -5.57 -2.71 1.67
H -4.30 -3.74 2.47
C 1.08 3.01 4.66
C -0.04 3.38 3.69
C -0.97 2.21 3.37
C -0.30 1.02 2.68
C 0.40 1.35 1.36
C -0.56 1.87 0.29
H 1.73 2.23 4.25
H 1.70 3.88 4.88
H 0.67 2.64 5.61
H 0.40 3.78 2.77
H -0.63 4.18 4.13
H -1.80 2.58 2.75
H -1.43 1.85 4.30
H -1.07 0.25 2.49
H 0.42 0.56 3.35
H 0.88 0.44 0.99
H 1.20 2.07 1.52
H -1.34 1.14 0.08
H -0.01 2.06 -0.64
H -1.03 2.81 0.59
C -7.73 -1.24 8.62
C -8.24 -0.28 7.55
C -8.91 -0.99 6.37
C -7.99 -1.92 5.57
C -6.74 -1.26 4.99
C -7.06 -0.16 3.98
H -6.96 -1.91 8.23
H -7.29 -0.68 9.45
H -8.55 -1.84 9.02
H -7.42 0.35 7.20
H -8.97 0.39 8.00
H -9.33 -0.24 5.70
H -9.75 -1.58 6.74
H -8.57 -2.37 4.76
H -7.68 -2.76 6.21
H -6.14 -2.03 4.50
H -6.11 -0.85 5.79
H -7.64 -0.56 3.15
H -6.13 0.26 3.58
H -7.62 0.65 4.43
C 5.78 2.55 -3.41
C 4.88 3.37 -2.50
C 3.69 3.99 -3.22
C 4.05 4.99 -4.32
C 4.90 6.18 -3.86
C 4.20 7.05 -2.83
H 6.23 3.16 -4.20
H 6.60 2.11 -2.83
H 5.22 1.74 -3.88
H 5.47 4.15 -2.00
H 4.50 2.72 -1.70
H 3.03 4.48 -2.49
H 3.09 3.19 -3.67
H 3.12 5.37 -4.77
H 4.57 4.48 -5.13
H 5.14 6.79 -4.73
H 5.86 5.82 -3.46
H 3.27 7.45 -3.22
H 4.84 7.90 -2.55
H 3.98 6.50 -1.91
```

As for the spin multiplicity: 1. The calculation puts the HOMO energy at -9.11 eV.


The following is a DFT calculation (ωB97M-V/def2-TZVPD) of a structure of composition C2H4GdLiO4 in a non-equilibrium geometry.

```
12
C2H4GdLiO4, DFT ωB97M-V/def2-TZVPD
O -2.99 -0.16 -1.25
C -3.57 0.91 -1.19
H -4.60 0.93 -1.58
H -3.16 1.67 -0.50
Gd -1.20 -2.28 1.05
Li -0.35 -1.07 -2.45
O -1.28 -0.54 -0.70
C 0.39 3.78 0.51
O -0.44 3.02 0.00
O -0.08 1.67 -0.25
H -0.03 4.68 0.97
H 1.44 3.47 0.60
```

As for the spin multiplicity: 9. As for the net charge: +5. The calculation puts the HOMO energy (spin up / spin down) at -32.33 / -31.56 eV.


The following is a DFT calculation (ωB97M-V/def2-TZVPD) of a structure of composition C25H21N7O4S2SeW in a non-equilibrium geometry.

```
61
C25H21N7O4S2SeW, DFT ωB97M-V/def2-TZVPD
W -0.68 1.07 0.74
C 0.56 2.92 -4.05
C -0.56 3.29 -3.39
C -0.66 3.25 -1.91
C 0.62 2.82 -1.26
C 1.73 2.46 -1.99
C 1.73 2.51 -3.38
N 0.47 2.68 0.10
C 1.36 3.12 1.05
C 2.49 3.91 0.87
C 3.21 4.32 1.99
C 2.83 3.93 3.26
C 1.70 3.15 3.46
C 0.94 2.78 2.36
N -0.28 2.07 2.39
N -0.09 0.73 2.80
C -1.23 0.04 2.84
C -1.34 -1.20 3.52
C -2.53 -1.87 3.48
C -3.63 -1.29 2.81
C -3.46 -0.10 2.16
N -2.29 0.57 2.14
H 0.58 2.94 -5.13
H -1.44 3.63 -3.93
H -0.98 4.22 -1.49
H 2.60 2.10 -1.44
H 2.61 2.21 -3.93
H 2.80 4.21 -0.12
H 4.08 4.95 1.85
H 3.41 4.25 4.11
H 1.39 2.84 4.44
H -0.47 -1.57 4.05
H -2.64 -2.82 3.98
H -4.58 -1.79 2.79
H -4.28 0.38 1.63
Se -2.54 1.22 -2.70
C -1.74 2.23 -1.40
N -2.02 2.07 -0.18
N -1.22 -1.84 -2.56
C -1.73 -2.04 -1.34
S -2.76 -0.93 -0.60
N -1.50 -3.20 -0.69
C -0.39 -4.05 -0.87
C 0.34 -4.39 0.27
C 1.47 -5.17 0.14
C 1.86 -5.64 -1.10
C 1.10 -5.35 -2.22
C -0.02 -4.55 -2.11
H -1.38 -0.91 -2.95
H -0.36 -2.30 -2.80
H -1.87 -3.19 0.25
H 0.03 -4.00 1.23
H 2.05 -5.41 1.02
H 2.76 -6.23 -1.20
H 1.38 -5.74 -3.19
H -0.62 -4.34 -2.98
O 1.46 0.31 0.61
S 0.73 -0.67 -0.20
O 1.43 -1.69 -0.89
O -0.08 0.23 -1.09
O -0.32 -1.13 0.75
```

As for the spin multiplicity: 1. The calculation puts the HOMO energy (spin up / spin down) at -6.66 / -6.09 eV.


The following is a DFT calculation (ωB97M-V/def2-TZVPD) of a cluster of 2 separate species, C4H12S2 in total in a non-equilibrium geometry.

```
18
C4H12S2, DFT ωB97M-V/def2-TZVPD
C 1.24 0.61 -1.84
C 1.77 -0.69 -1.27
S 2.74 -0.44 0.29
H 1.08 0.55 -2.93
H 1.93 1.42 -1.63
H 0.26 0.85 -1.41
H 1.05 -1.45 -1.02
H 2.49 -1.15 -1.95
H 1.89 -1.04 1.12
C -2.05 0.82 0.69
C -0.92 -0.04 1.27
S -1.47 -1.66 1.80
H -2.72 1.11 1.52
H -2.65 0.31 -0.07
H -1.67 1.72 0.23
H -0.20 -0.24 0.48
H -0.40 0.58 2.00
H -2.36 -1.25 2.72
```

As for the spin multiplicity: 1. The calculation puts the HOMO energy at -9.10 eV.


The following is a DFT calculation (ωB97M-V/def2-TZVPD) of the molecule C3H3N3O2 in a non-equilibrium geometry.

```
11
C3H3N3O2, DFT ωB97M-V/def2-TZVPD
C -1.23 1.58 -0.01
C -1.49 -0.67 0.00
C 0.67 0.22 0.00
N -1.94 0.59 -0.01
N -0.14 -0.82 0.01
N 2.04 -0.01 0.00
O 2.79 0.95 0.00
O 2.41 -1.19 -0.01
H -1.15 2.63 -0.01
H -2.16 -1.50 0.00
H 0.22 -1.77 0.00
```

As for the spin multiplicity: 1. The calculation puts the HOMO energy at -8.25 eV.


The following is a DFT calculation (ωB97M-V/def2-TZVPD) of a cluster of 2 separate species, C3HBrCl2 in total in a non-equilibrium geometry.

```
7
C3HBrCl2, DFT ωB97M-V/def2-TZVPD
C 1.55 0.20 1.00
C 2.55 0.28 1.65
C -0.47 0.10 0.63
Cl 4.04 0.40 2.32
Cl -1.05 1.62 1.11
Br -1.04 -1.39 1.64
H -0.53 -0.16 -0.56
```

As for the spin multiplicity: 1. The calculation puts the HOMO energy at -9.77 eV.


The following is a DFT calculation (ωB97M-V/def2-TZVPD) of a structure of composition C5H8N2O in a non-equilibrium geometry.

```
16
C5H8N2O, DFT ωB97M-V/def2-TZVPD
C 0.19 -1.16 0.89
C 0.26 -0.33 -0.29
C -1.20 -0.30 -0.81
C 0.02 1.02 -0.24
C 1.41 1.19 0.30
H -1.04 -1.51 1.25
H 0.88 -1.03 1.85
H 0.72 -2.11 0.39
H -1.84 -1.29 -0.68
H -1.49 0.09 -1.76
H -1.99 1.61 0.28
H -0.19 1.69 -1.01
H 2.06 2.01 0.69
N -1.32 0.68 0.32
N 2.14 0.14 -0.16
O 1.39 -0.69 -1.01
```

As for the spin multiplicity: 1. The calculation puts the HOMO energy at -9.52 eV.


The following is a DFT calculation (ωB97M-V/def2-TZVPD) of the molecule C2H3BrO3S in a non-equilibrium geometry.

```
10
C2H3BrO3S, DFT ωB97M-V/def2-TZVPD
C 0.09 -0.91 -0.31
C -0.95 -0.33 0.56
O 1.22 1.55 -1.25
O 1.41 -0.62 0.18
O 0.24 1.43 0.98
S 1.53 1.15 0.09
Br -2.41 0.55 -0.16
H -0.08 -1.97 -0.27
H 0.08 -0.39 -1.37
H -1.13 -0.45 1.55
```

As for the spin multiplicity: 1. The calculation puts the HOMO energy (spin up / spin down) at -9.91 / -9.91 eV.